Density functional theory data (wB97M-V/def2-TZVPD) for a cluster of 2 separate species, C3H11N2O in total.

Results
* F_max: 0.035 Eh/bohr
* E: -305.37092 hartree
* lowest unoccupied orbital energy: -5.00 eV
* HOMO energy: -13.99 eV
* relative energy (zero: lowest compared OMol25 entry of this formula, charge and spin): 2.226 eV

Geometry as ORCA input:
```
! wB97M-V def2-TZVPD RIJCOSX def2/J DEFGRID3
* xyz 1 1
C -2.19499 -1.39902 -1.65717
C -0.73978 -1.12272 -1.38309
N -0.68881 -0.11287 -0.28971
C 0.34077 0.49659 0.33298
N 0.96848 0.04764 1.35834
H -2.67681 -1.80904 -0.76832
H -2.31793 -2.09847 -2.47293
H -2.73817 -0.50693 -2.01530
H -0.19128 -0.70270 -2.22110
H -0.25518 -2.03204 -1.03764
H -1.59427 -0.09731 0.16353
H 0.70514 1.45689 -0.02118
H 1.44150 0.75677 1.92581
H 1.23368 -0.88307 1.64999
H 3.62775 2.39842 1.97658
H 2.41704 3.22514 2.42821
O 2.66287 2.38273 2.03101
*
```

Here are the Mulliken charges for atoms 1 to 6, given in e: -1.344 -0.073 -0.221 -0.093 -0.187 0.399

Density functional theory data (wB97M-V/def2-TZVPD) for a cluster of 2 separate species, C10H19F2N5O5S2 in total.

Results
* F_max: 0.084 Eh/bohr
* E: -2038.34672 hartree
* lowest unoccupied orbital energy: -0.71 eV
* HOMO energy: -9.29 eV

Geometry as ORCA input:
```
! wB97M-V def2-TZVPD RIJCOSX def2/J DEFGRID3
* xyz 0 1
C -1.29877 -3.50866 -0.10240
C -0.79064 -3.00995 -1.29813
C -1.01083 -1.45656 -1.60262
N -0.71737 -0.66473 -0.35789
C -1.74407 0.15706 0.33487
C -2.16329 -0.36145 1.76622
N -3.22230 -1.08014 1.98404
C 0.49548 -0.67902 0.12532
N 1.67726 -1.36491 -0.41392
C 2.82680 -0.45222 -0.10302
C 2.43866 0.28015 1.28351
C 3.28497 -0.36986 2.47949
O 2.48641 -0.69164 3.61932
C 2.15249 0.49459 4.38366
N 1.00344 0.00130 1.24996
H -1.62585 -4.57697 -0.00256
H -1.36205 -2.86693 0.82796
H -0.21560 -3.67091 -1.99903
H -0.30324 -1.08602 -2.40984
H -2.07202 -1.32120 -1.94655
H -1.36667 1.22964 0.40466
H -2.67382 0.21433 -0.31244
H -1.55481 -0.06412 2.66881
H -3.64454 -1.21855 1.05271
H 1.75769 -2.32022 -0.05985
H 3.77749 -1.04232 -0.14112
H 2.67299 0.36278 -0.87583
H 2.63073 1.38787 1.26365
H 4.13637 0.34470 2.71855
H 3.72694 -1.32867 2.06158
H 2.41079 0.35110 5.47154
H 1.04890 0.72074 4.28762
H 2.78592 1.36679 4.01884
H 0.38825 0.31118 1.99361
N -1.15143 2.20103 -3.77017
S -2.22323 2.80870 -4.75971
O -2.06430 4.19426 -5.11947
O -3.57584 2.32542 -4.63801
F -1.75712 2.08526 -6.10469
S -1.29205 2.78310 -2.32122
O -0.14819 2.50578 -1.47435
O -2.56972 2.65819 -1.66004
F -1.15381 4.35106 -2.52304
*
```

Here are the Mulliken charges for atoms 1 to 6, given in e: -0.608 -0.361 -0.328 0.541 -1.147 -0.090

Density functional theory data (wB97M-V/def2-TZVPD) for a structure of composition C24H22N3NaO2S.

Results
* F_max: 0.031 Eh/bohr
* E: -1803.02208 hartree
* lowest unoccupied orbital energy: 4.15 eV
* HOMO energy: -0.41 eV
* relative energy (zero: lowest compared OMol25 entry of this formula, charge and spin): 0.558 eV

Geometry as ORCA input:
```
! wB97M-V def2-TZVPD RIJCOSX def2/J DEFGRID3
* xyz -2 1
Na 0.19995 1.25314 -0.41737
C 3.68325 2.30644 1.07883
C 2.75795 3.29014 0.71833
C 1.60585 3.10514 1.48393
C 1.81505 1.99934 2.30833
C 3.09815 1.50834 2.05933
H 4.67475 2.17544 0.65543
H 2.92715 4.09064 0.00653
H 0.74225 3.75724 1.50293
H 1.12835 1.62334 3.05773
H 3.55635 0.65574 2.54633
C 1.79735 -1.90836 -3.14527
C 0.79495 -1.17056 -2.23967
O 1.13265 -0.04146 -1.81027
C -0.41315 -1.81746 -2.02577
C -1.54885 -1.23496 -1.41167
C -2.84875 -2.02586 -1.40307
N -1.48215 -0.05026 -0.90597
N -2.61385 0.45264 -0.31947
C -2.51625 1.73124 -0.01487
O -1.57335 2.52654 -0.26527
C -3.72275 2.21344 0.71393
C -4.87705 1.43364 0.80433
C -5.98335 1.88354 1.49153
C -5.96705 3.12664 2.11013
C -4.82255 3.90574 2.03563
C -3.71505 3.45834 1.34303
H 2.77655 -1.44796 -3.04047
H 1.46805 -1.81906 -4.18107
H 1.87065 -2.96616 -2.90627
H -0.53335 -2.81416 -2.43607
H -2.75305 -2.95306 -1.96657
H -3.64045 -1.41476 -1.83607
H -3.13815 -2.25206 -0.37587
H -4.85875 0.46884 0.32563
H -6.87015 1.26474 1.55973
H -6.83765 3.48054 2.64913
H -4.80035 4.86774 2.53723
H -2.81345 4.04854 1.27763
S 0.95925 -4.13466 0.22853
C 0.41275 -2.53376 0.75393
N 1.29685 -1.61656 0.74433
C 2.47735 -2.04546 0.23823
C 3.60375 -1.25816 0.00083
C 4.73125 -1.85686 -0.51577
C 4.76525 -3.21936 -0.81177
C 3.64835 -4.01586 -0.61707
C 2.51405 -3.42306 -0.09807
H -0.59215 -2.41706 1.10263
H 3.54535 -0.20256 0.21163
H 5.61365 -1.26026 -0.70657
H 5.66735 -3.66306 -1.21227
H 3.65695 -5.06436 -0.88307
*
```

Here are the Mulliken charges for atoms 1 to 6, given in e: 0.924 -0.472 -0.818 -0.501 -0.651 -0.478

Density functional theory data (wB97M-V/def2-TZVPD) for the ion C2H4N5O2S with charge -1.

Results
* F_max: 0.073 Eh/bohr
* E: -901.06308 hartree
* lowest unoccupied orbital energy: 3.40 eV
* HOMO energy: -4.98 eV
* relative energy (zero: lowest compared OMol25 entry of this formula, charge and spin): 0.000 eV

Geometry as ORCA input:
```
! wB97M-V def2-TZVPD RIJCOSX def2/J DEFGRID3
* xyz -1 1
C -1.27404 -0.15333 0.33390
C 1.73391 0.85767 -0.36276
N -3.31355 0.08200 -0.11174
N -2.42167 -0.70926 0.60930
N -1.41974 1.04725 -0.31737
N -2.70342 1.09866 -0.55507
N -0.03796 -0.59951 0.97780
O 2.22639 -1.68251 0.36490
O 0.56183 -1.40382 -1.41766
S 1.14370 -0.89770 -0.19072
H 1.82087 1.26515 0.76168
H 2.78735 1.05764 -0.80222
H 1.05014 1.42713 -0.91765
H -0.15383 -1.38938 1.62760
*
```

Here are the Mulliken charges for atoms 1 to 6, given in e: 0.459 -0.877 -0.325 -0.492 -0.126 -0.455

Density functional theory data (wB97M-V/def2-TZVPD) for a structure of composition C21H56MnNO24S7.

Results
* F_max: 0.128 Eh/bohr
* E: -6631.98915 hartree
* lowest unoccupied orbital energy (alpha / beta): -5.66 / -5.61 eV
* HOMO energy (alpha / beta): -12.72 / -12.72 eV

Geometry as ORCA input:
```
! wB97M-V def2-TZVPD RIJCOSX def2/J DEFGRID3
* xyz 1 6
Mn -1.40825 3.62157 -0.63283
N -0.55943 0.64594 0.00215
O -0.48604 1.84973 -0.06378
O 0.24839 -0.03639 -0.58443
O -1.45065 0.15143 0.69955
O 2.86075 1.74035 1.52195
S 3.38595 2.22752 0.25095
O 2.63613 3.16278 -0.60796
O 4.84144 2.98965 0.52188
C 5.81290 2.25830 1.25837
C 6.54234 3.28108 2.07424
C 4.00020 0.84179 -0.82241
H 6.48932 1.75654 0.56641
H 5.39787 1.46777 1.88360
H 5.87524 3.66114 2.84794
H 6.80588 4.17585 1.51028
H 7.40482 2.89097 2.61465
H 3.07466 0.30502 -1.03063
H 4.61165 0.24226 -0.14803
H 4.57850 1.22607 -1.66265
O -4.44508 -5.13904 0.51806
S -4.01469 -3.93918 -0.21519
O -4.94600 -2.90179 -0.57927
O -2.73421 -3.20252 0.55948
C -1.72945 -4.01128 1.21481
C -0.83422 -2.96878 1.92015
C -3.09617 -4.55946 -1.74171
H -1.05879 -4.62606 0.61450
H -2.29313 -4.60075 1.93792
H -1.33852 -2.53756 2.78493
H -0.57502 -2.15204 1.24648
H 0.15755 -3.33237 2.18901
H -2.70797 -3.74512 -2.35348
H -3.73355 -5.10846 -2.43485
H -2.23485 -5.15863 -1.44639
O -3.14915 2.39152 -1.00587
S -4.36842 1.61284 -1.29539
O -5.61850 2.33484 -1.33268
O -4.15648 0.76556 -2.69942
C -2.97638 -0.01066 -2.76886
C -2.41967 -0.10832 -4.15067
C -4.56677 0.22209 -0.03906
H -3.19806 -1.02323 -2.43170
H -2.30804 0.47782 -2.05977
H -1.53020 -0.71874 -3.99472
H -2.02615 0.78613 -4.63359
H -2.90827 -0.56710 -5.01025
H -3.80176 -0.53989 -0.18829
H -5.56136 -0.16859 -0.25408
H -4.40014 0.54042 0.99002
O 1.89594 -0.94999 5.91850
S 1.13385 -1.51194 4.81867
O 1.61426 -2.71713 4.15807
O -0.46657 -1.54483 5.19322
C -1.05870 -0.45400 5.88997
C -2.62660 -0.55890 5.61611
C 1.06073 -0.20290 3.45611
H -0.65634 0.47316 5.48182
H -0.73201 -0.46363 6.92981
H -2.93466 -1.51935 6.02933
H -2.91550 -0.57147 4.56517
H -3.21940 0.19411 6.13539
H 0.15071 -0.26326 2.85918
H 1.84202 -0.42698 2.72984
H 1.22264 0.76387 3.93282
O 4.45289 -2.52429 -1.68675
S 3.92600 -3.33902 -2.78355
O 4.68718 -4.51500 -3.25462
O 2.41482 -3.75944 -2.43661
C 1.61915 -2.86161 -1.66119
C 0.17598 -3.18483 -1.98926
C 3.71840 -2.28681 -4.27134
H 1.79089 -1.79550 -1.80954
H 1.90459 -2.97995 -0.61591
H -0.47450 -2.76910 -1.21974
H -0.06768 -4.24702 -2.01121
H 0.08669 -2.75558 -2.98719
H 4.26534 -1.34792 -4.18502
H 2.64609 -2.24536 -4.46246
H 4.25708 -2.88595 -5.00548
O 5.94929 0.60599 -5.03745
S 4.77564 1.47534 -5.23119
O 4.34314 1.88162 -6.57824
O 3.50126 0.86258 -4.39873
C 2.25718 1.33401 -4.75350
C 1.22257 0.72796 -3.82737
C 4.97140 3.02384 -4.27426
H 2.11865 0.93870 -5.75981
H 2.08789 2.40535 -4.86163
H 1.13818 -0.34171 -4.01921
H 0.25612 1.14637 -4.10846
H 1.42179 0.81689 -2.75943
H 4.10584 3.68559 -4.30604
H 5.78087 3.50097 -4.82671
H 5.24209 2.78147 -3.24660
O -2.33206 3.70974 1.21071
S -3.27739 3.92270 2.34426
O -4.08722 5.11766 2.51220
O -4.29798 2.62608 2.42576
C -5.04267 2.55039 3.63898
C -5.65652 1.17942 3.62044
C -2.22150 3.67466 3.86532
H -5.81225 3.32087 3.59198
H -4.56859 2.53458 4.62036
H -6.16038 0.91066 4.54887
H -4.86645 0.43959 3.49191
H -6.44646 1.12313 2.87150
H -1.41141 4.40215 3.81440
H -1.90106 2.63311 3.84105
H -2.89147 3.78989 4.71735
*
```

Here are the Mulliken charges for atoms 1 to 6, given in e: 1.257 0.415 0.002 -0.108 -0.486 -0.474

What is the E in the fifth record?
-6631.98915 hartree